# 1
A structure of composition C14H23ClF12N2NbO5S at a distorted geometry, computed with wB97M-V/def2-TZVPD.

Structure (ORCA input):
```
! wB97M-V def2-TZVPD RIJCOSX def2/J DEFGRID3
* xyz -1 1
Nb -1.244 -0.027 -0.156
Cl -4.530 -0.364 1.239
S -1.439 0.742 -2.649
F 1.180 0.834 -3.105
F 0.110 -2.623 0.072
F 1.349 0.820 1.973
F 3.499 0.870 2.195
F 0.440 -1.847 -1.952
F 2.621 -0.634 -1.340
F -0.005 1.939 -4.565
F 0.330 2.767 -2.579
F 2.603 -2.679 -0.581
F 2.613 1.332 0.283
F 3.876 -1.319 1.073
F 1.884 -1.643 1.937
O -4.665 -2.407 4.094
O -1.067 -0.653 1.582
O -1.595 -0.287 -3.677
O 7.543 2.808 -3.840
O -2.407 1.845 -2.631
N 5.469 1.933 -3.534
N -3.283 -1.415 5.591
C 5.527 1.214 -4.793
C 6.526 2.684 -3.177
C 2.570 -0.974 0.987
C -5.089 0.350 -1.382
C 2.502 0.554 1.360
C 0.098 1.629 -3.261
C -4.444 -0.752 -0.537
C -3.067 -0.916 6.926
C -4.453 -1.973 5.207
C -2.224 -1.304 4.601
C 4.280 1.815 -2.713
C 0.549 -1.503 -0.630
C -3.026 -1.093 -0.969
C 2.068 -1.434 -0.414
H 6.364 0.515 -4.806
H 4.596 0.666 -4.918
H -0.038 1.270 -0.460
H 6.384 3.189 -2.206
H -1.967 1.527 0.378
H -3.969 -1.078 7.515
H -5.668 1.046 -0.766
H -2.767 -2.137 -0.705
H -5.778 -0.101 -2.106
H 4.103 0.782 -2.417
H -1.278 -1.591 1.725
H -1.936 -2.289 4.230
H 5.659 1.900 -5.630
H -3.027 -1.048 -2.065
H -2.238 -1.430 7.419
H -2.846 0.154 6.923
H 4.405 2.415 -1.813
H -2.545 -0.705 3.748
H -1.361 -0.829 5.064
H 3.396 2.168 -3.245
H -4.330 0.927 -1.915
H -5.212 -1.981 6.011
H -5.049 -1.663 -0.596
*
```

Results
Gap between HOMO and LUMO ... 8.332 eV
Calculated total energy ... -3146.73230 Eh
HOMO energy ... -6.20 eV

# 2
A cluster of 2 separate species, C17H17F3N2O4S in total at a distorted geometry, computed with wB97M-V/def2-TZVPD.

Structure (ORCA input):
```
! wB97M-V def2-TZVPD RIJCOSX def2/J DEFGRID3
* xyz 0 1
S 0.111 2.644 -1.251
F 2.216 3.828 -2.410
F 1.893 4.391 -0.311
F 0.578 5.187 -1.881
O 3.401 -4.067 -2.818
O -0.835 3.137 -0.257
O 1.301 -4.235 -3.461
O -0.341 2.292 -2.579
N 0.213 0.212 2.359
N 2.244 -3.599 -2.931
C 1.073 1.404 -0.551
C 1.150 1.107 3.045
C 1.351 0.184 -1.214
C 2.989 -1.567 -1.756
C 2.671 -0.381 -1.131
C -4.395 -1.317 0.581
C -3.655 -1.813 1.665
C -4.011 -0.120 -0.034
C 0.556 -1.212 2.340
C 1.273 4.104 -1.487
C -0.844 0.722 1.758
C 0.678 -1.754 -2.550
C 0.369 -0.545 -1.966
C 1.981 -2.294 -2.430
C -2.854 0.530 0.371
C -2.052 0.009 1.419
C -2.508 -1.152 2.100
H 0.732 1.446 4.006
H -4.614 0.311 -0.836
H 0.347 -1.658 1.358
H 4.001 -1.965 -1.745
H 0.020 -1.768 3.120
H -2.526 1.459 -0.101
H 2.077 0.559 3.229
H 1.728 1.752 0.246
H -3.978 -2.723 2.174
H 1.344 1.992 2.426
H -1.973 -1.516 2.978
H 1.627 -1.278 2.551
H 3.438 0.190 -0.603
H -5.271 -1.856 0.222
H -0.631 -0.129 -2.084
H -0.813 1.798 1.559
H -0.063 -2.310 -3.124
*
```

Results
Energy relative to the best compared isomer or geometry (same formula, charge and spin) ... 136.93 kcal per mole
Gap between HOMO and LUMO ... 5.313 eV
Calculated total energy ... -1766.07099 Eh
HOMO energy ... -7.13 eV

# 3
A cluster of 10 separate species, C84H182N10O12 in total at a distorted geometry, computed with wB97M-V/def2-TZVPD.

Structure (ORCA input):
```
! wB97M-V def2-TZVPD RIJCOSX def2/J DEFGRID3
* xyz 0 1
O 0.616 -1.420 0.603
O -14.041 -5.974 -5.800
O 1.627 -2.806 -5.717
O -9.208 -5.283 -6.695
O 3.953 10.735 -2.503
O -0.772 9.412 10.096
O 11.560 -2.328 6.212
O -5.544 -1.256 11.290
O 12.358 1.076 -9.893
O -10.408 -4.214 0.412
O -1.178 3.143 -15.428
O 2.620 -12.542 3.766
N -2.531 3.506 -15.456
N -9.749 -3.009 0.618
N 3.789 9.347 -2.250
N -6.063 -1.236 12.648
N -1.828 8.556 9.818
N 11.001 -1.022 5.768
N 3.312 -11.420 3.392
N 11.777 0.809 -8.601
N -11.361 -6.985 -5.367
N 0.795 -1.940 -2.135
C 5.523 9.419 -0.556
C 9.481 1.351 -9.544
C -8.053 -0.076 11.898
C -5.787 -1.838 14.947
C 5.477 -12.264 4.424
C 4.124 9.036 -0.875
C 4.034 -12.399 1.187
C -9.675 -0.556 0.501
C -5.094 -3.517 13.222
C -8.833 -2.954 1.727
C -3.717 7.239 8.052
C -7.576 -1.349 12.624
C 0.911 -2.576 -3.455
C 4.431 -11.090 4.405
C 12.161 1.968 -7.716
C -0.608 7.469 7.849
C -11.727 -1.721 1.412
C 11.864 3.350 -8.245
C -3.532 10.103 10.590
C 3.263 9.775 0.171
C 9.119 0.873 4.578
C 4.057 8.434 -3.368
C -7.875 -1.715 1.733
C -8.762 -0.439 1.713
C -10.554 -1.823 0.405
C 1.634 -2.243 -6.972
C 10.410 -1.088 -9.333
C 9.128 0.764 6.140
C -4.158 8.490 8.882
C 3.337 -11.175 1.908
C 5.334 -9.616 2.469
C 4.547 6.464 -1.598
C 10.333 -0.384 7.939
C 10.418 0.540 3.881
C -7.781 -4.148 1.605
C -5.182 4.573 -15.104
C 11.432 1.906 -6.274
C -3.359 2.769 -14.432
C -11.147 -1.865 -0.951
C -8.029 -2.646 11.966
C -3.769 -1.466 13.618
C 3.925 -10.831 5.900
C -7.235 -1.998 15.038
C 10.389 0.403 -8.731
C -2.691 5.052 -15.673
C -13.863 -7.369 -5.483
C 4.066 -9.846 1.563
C -15.189 -5.470 -5.097
C 1.812 -11.106 1.348
C -8.090 -1.216 14.067
C -0.563 6.540 10.200
C -12.412 -7.851 -5.858
C -1.460 7.289 9.137
C 1.666 -0.890 -0.152
C -9.994 -7.348 -5.820
C -2.659 6.451 8.808
C -9.412 -3.157 3.144
C -4.249 5.312 -16.013
C -2.944 3.212 -12.992
C 3.019 8.628 -4.502
C 11.088 -0.832 4.334
C 9.937 1.453 -6.371
C 12.566 -0.703 3.855
C -2.177 5.925 -14.528
C 1.541 -1.782 -4.658
C 3.916 7.527 -0.612
C -5.255 -2.063 13.547
C 9.778 -0.627 6.510
C -8.086 -4.698 -7.134
C 5.086 -9.728 3.999
C 8.611 -1.660 6.625
C 4.015 6.944 -2.945
C 10.435 -1.958 3.518
C -3.157 1.212 -14.732
C -1.843 5.459 -16.911
C 0.306 -0.477 1.647
C -2.993 9.378 9.288
C 2.030 -1.674 -1.400
C -4.855 3.031 -14.761
C -2.755 10.161 8.041
C 13.710 1.882 -7.452
C 5.483 8.674 -3.881
C -8.956 -6.212 -5.723
C 9.896 0.189 -7.261
H 12.027 1.287 -5.603
H -11.356 -1.683 2.436
H 0.926 -0.903 -4.849
H 11.331 2.916 -5.877
H 9.535 1.129 -5.411
H 9.427 -1.767 3.150
H -10.269 0.356 0.453
H -10.292 -3.780 2.987
H -9.118 -0.415 -0.425
H 11.172 -0.983 -10.105
H -4.602 5.220 -17.040
H -8.919 -3.699 3.952
H 10.632 -1.940 -8.689
H -2.754 9.563 7.129
H -7.742 0.812 12.450
H 6.201 -10.206 2.171
H 2.549 -1.652 -7.014
H -8.193 0.473 1.536
H -7.749 -1.776 15.973
H -3.267 -1.427 14.585
H -8.225 -3.400 12.728
H -14.891 -4.735 -4.349
H -0.540 9.236 11.011
H -7.335 -3.043 11.225
H 3.098 10.931 -2.893
H -4.798 9.040 8.192
H 7.700 -1.177 6.977
H -7.782 -4.045 -6.316
H -0.984 2.839 -16.318
H 1.217 -0.417 2.242
H 13.148 -1.624 3.869
H 12.083 3.336 -9.313
H 1.427 0.143 -0.402
H 1.704 -12.254 3.767
H -7.588 -3.029 14.997
H -5.536 -0.838 15.303
H -7.968 -0.009 10.814
H -9.261 -0.094 2.618
H 10.810 3.592 -8.112
H 9.256 2.194 -8.890
H 10.091 0.460 2.844
H -3.116 -2.134 13.055
H 4.364 -8.972 4.309
H 4.063 -12.319 0.100
H 3.577 -13.386 1.264
H 2.902 7.218 -0.356
H -7.982 -6.686 -5.847
H -8.323 -0.233 14.476
H 5.727 -8.606 2.356
H 6.012 -12.356 3.479
H 10.853 -1.277 8.287
H -5.299 -0.333 11.197
H 9.509 -1.359 -9.883
H -4.828 8.262 9.711
H -5.472 2.868 -13.877
H 10.975 -2.261 2.621
H -0.415 5.486 9.966
H -9.590 -8.171 -5.230
H 8.083 0.920 6.409
H -10.231 -1.983 -1.530
H -7.226 -5.289 -7.451
H 5.631 6.538 -1.510
H 14.016 2.661 -6.754
H -10.216 -4.386 -0.513
H -8.986 -1.832 14.155
H 4.945 -13.210 4.530
H -15.684 -4.832 -5.829
H 0.405 7.013 10.035
H 8.526 0.887 -9.791
H -3.871 0.645 -14.135
H 8.888 -2.432 7.342
H 2.946 -10.353 5.913
H 3.211 10.862 0.107
H 13.211 0.635 -9.915
H -6.973 -4.247 2.329
H -12.464 -2.492 1.191
H -1.708 10.461 8.037
H -8.244 -4.026 -7.978
H -2.988 6.190 -13.850
H -7.433 -1.566 0.748
H -0.088 -2.858 -3.787
H -3.397 1.019 -15.778
H -0.045 0.386 1.081
H -3.777 -0.431 13.278
H 9.743 1.579 6.520
H -9.142 -0.125 11.927
H -7.244 -4.065 0.659
H -3.823 9.389 11.360
H 1.975 -10.846 0.302
H 9.884 1.744 -10.477
H 3.294 7.934 -5.297
H -1.486 5.347 -13.915
H 0.863 -1.505 -7.194
H -0.768 5.554 -16.762
H -2.198 0.730 -14.544
H 4.661 -10.288 6.492
H 5.383 9.536 -4.542
H 5.919 7.889 -4.500
H -4.403 6.492 7.653
H -0.565 -0.736 2.249
H -12.333 -8.843 -5.415
H -5.229 2.440 -15.597
H -4.103 -3.968 13.176
H 8.333 0.228 4.185
H 2.565 -0.675 0.425
H -1.860 4.822 -17.795
H -1.766 6.871 -14.883
H -2.317 5.740 8.056
H 2.752 -1.209 -2.072
H -14.665 -7.942 -5.947
H 12.542 4.152 -7.954
H -11.872 -2.652 -1.162
H -13.928 -7.502 -4.403
H -7.140 -1.643 2.535
H 4.509 6.310 -3.682
H -1.918 2.961 -12.726
H -0.952 6.721 11.202
H 5.772 10.384 -0.996
H 4.421 -9.814 0.533
H -12.306 -8.062 -6.922
H 5.031 -12.577 1.589
H -5.568 -3.996 14.079
H -11.591 -0.900 -1.195
H 14.098 0.882 -7.255
H -3.032 5.956 9.704
H 1.302 -12.054 1.179
H -2.764 10.813 10.896
H 4.499 7.341 0.289
H 2.982 6.631 -3.095
H 0.246 8.129 8.001
H 8.827 -0.019 -7.217
H -9.900 -7.735 -6.835
H 10.443 -2.895 4.075
H 3.412 9.372 1.173
H 6.238 8.717 -0.986
H 6.262 -12.052 5.149
H 2.563 -2.540 -1.007
H 4.276 5.412 -1.501
H 1.622 -3.028 -7.729
H 2.822 9.602 -4.950
H 1.419 -3.532 -3.329
H -9.707 -2.199 3.572
H -2.874 4.290 -12.849
H 11.267 1.221 3.944
H 10.359 -0.705 -6.845
H 9.529 -0.292 8.669
H 12.614 -0.396 2.810
H 10.931 0.523 8.032
H 2.208 9.540 0.037
H 13.108 -0.042 4.531
H -5.225 -2.368 15.716
H -3.440 10.971 7.788
H 6.063 -9.653 4.477
H 6.129 8.963 -3.052
H 2.063 8.245 -4.145
H -4.353 6.375 -15.796
H 5.627 9.403 0.529
H 8.835 1.825 4.130
H -6.208 4.700 -15.449
H -5.229 5.129 -14.167
H 2.559 -1.402 -4.573
H 1.180 -10.381 1.861
H 9.314 2.288 -6.692
H -5.519 -3.919 12.302
H -1.157 7.982 7.060
H 3.748 -11.772 6.422
H -3.593 2.716 -12.270
H -15.947 -6.193 -4.795
H -4.309 10.837 10.374
H 12.384 -1.974 6.553
H -9.009 -5.826 -4.705
H -8.956 -2.421 11.439
H -0.325 6.490 7.464
H -8.341 -5.078 1.707
H -12.302 -0.796 1.383
H -2.105 6.408 -17.380
H 8.226 -2.098 5.705
H -3.229 7.582 7.140
H 0.017 -2.331 -1.622
H -11.456 -6.063 -5.767
H 3.460 -8.956 1.393
H 14.258 2.295 -8.299
*
```

Results
Energy relative to the best compared isomer or geometry (same formula, charge and spin) ... 192.15 kcal per mole
SMILES ... CC1(C)CCCC(C)(C)N1O.CC1(C)CCCC(C)(C)N1O.CC1(C)CCCC(C)(C)N1O.CC1(C)CCCC(C)(C)N1O.CC1(C)CCCC(C)(C)N1O.CC1(C)CCCC(C)(C)N1O.CC1(C)CCCC(C)(C)N1O.CC1(C)CCCC(C)(C)N1O.COCCNCCOC.COCCNCCOC
Gap between HOMO and LUMO ... 8.276 eV
Calculated total energy ... -4759.32840 Eh
HOMO energy ... -7.73 eV

Look up the HOMO energy of the second one. -7.13 eV

The highest calculated total energy belongs to which entry? C17H17F3N2O4S

The highest HOMO energy belongs to which entry? C14H23ClF12N2NbO5S